C12H13Cl2N2O2S2 | ωB97M-V/def2-TZVPD

The total charge is -1. As for the lowest unoccupied orbital energy: 0.0776 hartree. As for the multiplicity: 1. As for the SMILES: CN1CCN(C(=S)S[C@@]2(Cl)C=C([O-])C(Cl)=CC2=O)CC1. For the HOMO-LUMO gap, the calculation gives 5.98 eV.

Each line ends with the natural charge from an NBO analysis.
Geometry (Å):
Cl1 -3.2691 2.7788 -0.5044  -0.04
Cl2 -1.5630 4.1079 5.3142  0.04
S1 -2.2560 -0.1202 -1.5056  -0.19
S2 -0.4349 1.8423 -0.1393  0.01
O1 -1.8691 5.1325 0.4229  -0.51
O2 -2.0916 1.3859 4.2549  -0.62
N1 2.0082 -2.8767 -1.3381  -0.45
N2 0.2360 -0.6503 -1.1993  -0.46
C1 -2.0902 2.2381 3.3602  0.43
C2 -1.7239 3.6580 3.6757  -0.02
C3 2.5093 -1.5948 -0.8801  -0.22
C4 -2.0941 2.7463 0.8533  -0.07
C5 2.9913 -3.8565 -1.7465  -0.40
C6 -1.8219 4.2512 1.2717  0.51
C7 1.3598 -0.7869 -0.2623  -0.22
C8 -1.6364 4.5610 2.6893  -0.33
C9 -0.2438 -1.9524 -1.7280  -0.24
C10 0.8841 -2.8226 -2.2519  -0.22
C11 -2.4157 1.9272 1.9649  -0.51
C12 -0.7579 0.3015 -1.0137  -0.06
H1 1.7067 0.2245 -0.0273  0.23
H2 1.0401 -1.3216 0.6600  0.19
H3 3.7471 -3.9790 -0.9658  0.19
H4 3.2741 -1.8126 -0.1164  0.20
H5 -0.9399 -1.7725 -2.5598  0.25
H6 -1.5501 5.6178 2.9215  0.23
H7 -2.9330 1.0343 1.7188  0.23
H8 2.4606 -4.8089 -1.8955  0.19
H9 1.2079 -2.4399 -3.2417  0.15
H10 2.9877 -1.0108 -1.6999  0.16
H11 -0.7536 -2.5503 -0.9508  0.19
H12 3.4987 -3.5867 -2.6906  0.16
H13 0.5326 -3.8644 -2.3904  0.20


C29H34CoN7S | ωB97M-V/def2-TZVPD

The total charge is +2. As for the lowest unoccupied orbital energy (alpha / beta): -0.2354 / -0.2807 hartree. As for the multiplicity: 5. For the HOMO-LUMO gap (alpha / beta), the calculation gives 7.00 / 5.73 eV.

Each line ends with the Mulliken charge.
Geometry (Å):
Co1 0.7455 -0.5564 0.4137  0.22
S1 2.8451 -1.3389 -0.6797  -0.35
N1 -0.2286 0.4387 2.0173  0.65
N2 2.3416 -0.0562 1.8606  0.33
N3 3.6124 -0.4999 1.6902  -0.39
N4 -0.8280 3.0778 -1.5620  0.25
N5 -0.0423 -1.8365 -1.2760  0.48
N6 5.2267 -1.5679 0.4189  -0.40
N7 0.0893 1.1330 -0.6825  0.08
C1 -0.0715 1.1487 4.3008  -0.93
C2 -0.3755 -3.4523 3.4153  -0.97
C3 0.3316 -1.4059 -5.4146  -0.87
C4 0.9704 -0.5139 -4.5411  -0.76
C5 -1.2289 -3.8896 -1.6079  -1.25
C6 -0.3590 -2.4680 -4.9058  -0.75
C7 -0.9243 2.5409 -2.9159  -0.95
C8 -1.3700 -4.0622 1.3290  -0.94
C9 -1.5462 0.5999 2.0832  -0.41
C10 3.9774 -1.1229 0.5599  0.57
C11 0.5303 0.7016 3.1114  0.64
C12 -1.4306 1.3483 4.3454  -0.83
C13 -0.4756 -2.6506 -3.5156  1.09
C14 -2.1915 1.0666 3.2098  -0.99
C15 0.8792 -0.6654 -3.1816  -0.41
C16 -2.8906 4.3354 -1.0004  -1.05
C17 0.1153 -1.7099 -2.6186  0.48
C18 0.2644 -2.3908 2.7911  0.15
C19 1.9416 0.4279 3.0144  0.82
C20 -0.6760 -2.8924 -0.7767  1.29
C21 0.1258 3.1325 0.6791  -1.53
C22 -1.1413 -3.7622 -2.9637  -1.11
C23 -0.2371 2.3913 -0.5715  1.51
C24 -0.6856 -3.0300 0.6775  0.11
C25 2.8058 0.6284 4.2237  -1.70
C26 0.1014 -2.1559 1.4397  0.92
C27 -2.1092 1.6080 -3.1635  -0.82
C28 -1.2229 -4.2667 2.6855  -0.96
C29 -1.4058 4.3987 -1.3550  -0.68
H1 1.4398 -0.0169 -2.5251  0.37
H2 -1.7614 -5.0657 3.1716  0.42
H3 1.5542 0.2946 -4.9543  0.49
H4 3.8489 0.3616 4.0705  0.46
H5 -1.5603 -4.5092 -3.6209  0.48
H6 -1.0161 3.3935 -3.5907  0.38
H7 -2.0250 -4.7174 0.7758  0.42
H8 0.0140 2.0345 -3.1650  0.49
H9 -0.2195 -3.6332 4.4650  0.48
H10 -2.1074 0.3523 1.1913  0.49
H11 0.4097 -1.2621 -6.4812  0.43
H12 -3.2586 1.2118 3.2084  0.54
H13 0.5322 1.3342 5.1723  0.55
H14 0.6819 4.0345 0.4323  0.73
H15 -2.0921 0.7342 -2.5162  0.13
H16 -1.7033 -4.7500 -1.1699  0.35
H17 -3.4749 3.9337 -1.8222  0.29
H18 2.7812 1.6751 4.5287  0.36
H19 -3.0597 3.7212 -0.1193  0.23
H20 0.7579 2.5067 1.2975  -0.30
H21 5.9335 -1.4694 1.1301  0.19
H22 -1.9007 1.7035 5.2474  0.49
H23 -0.8257 -3.1956 -5.5541  0.46
H24 0.8878 -1.7506 3.3955  0.48
H25 -0.7591 3.4149 1.2469  0.29
H26 -2.0847 1.2678 -4.1955  0.37
H27 -3.2511 5.3398 -0.7970  0.42
H28 -0.2040 0.7511 -1.5776  -0.87
H29 -1.2825 4.9754 -2.2730  0.39
H30 -3.0482 2.1292 -3.0076  0.34
H31 -0.8702 4.9242 -0.5659  0.36
H32 2.4295 0.0298 5.0542  0.37
H33 5.4912 -2.0156 -0.4463  0.24
H34 4.2806 -0.4237 2.4573  0.13


C10H12F9LiNO4S | ωB97M-V/def2-TZVPD

The energy above the lowest of the compared OMol25 structures with the same formula, charge and spin is 0.9534 eV. The total charge is +1. As for the lowest unoccupied orbital energy: -0.2131 hartree. As for the multiplicity: 1. For the HOMO-LUMO gap, the calculation gives 6.87 eV.

Each line ends with the natural charge from an NBO analysis.
Geometry (Å):
S1 2.0639 -2.1671 -0.7782  2.07
F1 0.8184 1.5719 2.8874  -0.32
F2 0.2713 -0.9665 1.9160  -0.31
F3 3.1103 -2.7832 1.5335  -0.26
F4 1.6455 0.7482 0.3703  -0.29
F5 3.4974 0.1354 1.2766  -0.27
F6 2.8559 1.2587 3.5319  -0.28
F7 2.4311 2.5332 1.9300  -0.30
F8 1.9810 -1.2475 3.1316  -0.29
F9 1.0667 -3.2226 1.3173  -0.31
O1 2.3586 -3.4764 -1.2354  -0.91
O2 0.4699 -0.4727 -2.0448  -0.52
O3 3.0280 -1.2345 -1.2361  -0.88
O4 -0.5475 1.9104 -1.7216  -0.50
N1 -3.0059 -0.4258 -0.1569  -0.57
C1 -1.2649 2.3459 -0.6104  -0.04
C2 1.5933 -1.0377 1.8832  0.56
C3 -2.7596 0.5910 0.5135  0.20
C4 2.0713 1.4165 2.5275  0.92
C5 -1.4115 1.2320 0.4804  -0.52
C6 0.4305 -1.7341 -1.4373  -0.32
C7 -0.6914 -0.2684 -2.8522  -0.09
C8 2.0090 -2.3157 1.0710  0.42
C9 2.2223 0.2918 1.4528  0.55
C10 -1.2963 1.1657 -2.6626  -0.08
Li1 -4.9925 0.7317 2.4078  0.99
H1 -2.3359 1.0633 -2.3685  0.16
H2 -0.4166 -0.4457 -3.8880  0.20
H3 -1.4474 -0.9762 -2.5164  0.17
H4 -0.6717 3.1259 -0.1484  0.21
H5 -2.2423 2.7693 -0.8615  0.16
H6 -1.2824 1.6546 -3.6330  0.19
H7 0.2294 -2.4761 -2.2078  0.23
H8 -1.2010 1.6856 1.4445  0.23
H9 -0.3772 -1.7698 -0.6963  0.21
H10 -3.5244 1.0581 1.1894  -0.02
H11 -3.9725 -0.7227 -0.0183  0.33
H12 -0.7129 0.4534 0.2091  0.27


Short version: E_tot = -2441.79567; -3289.23500; -2048.09586 Ha, in the order given.